# 1
34
Properties=species:S:1:pos:R:3:forces:R:3 method="wB97M-V/def2-TZVPD" smiles="O=C1c2ccccc2C(=O)C1C1=N[C@@H]2c3ccccc3O[C@@H]2S1" de_lowest_ev=0.000 largest_force_ev_per_a=3.59 molar_mass_g_mol=321.357 homo_lumo_gap_ev=8.241 e_homo_ev=-8.6755
O 3.4976 -1.5637 0.6734 -1.3259 0.5731 0.8345
C 2.4057 -1.3284 1.1796 2.6628 -1.6828 -1.7156
C 2.1315 -0.3698 2.2411 0.3675 0.5379 1.0345
C 3.0385 0.4287 2.9469 0.2719 0.5280 -0.2327
C 2.5620 1.2857 3.9452 -0.6799 -0.6411 -0.5943
C 1.1623 1.3543 4.1470 0.1059 0.2538 0.0649
C 0.2584 0.5631 3.4243 0.1878 0.1240 1.1242
C 0.7871 -0.3760 2.5551 0.1152 0.2131 -1.0306
C 0.1453 -1.4196 1.7157 -3.0068 -1.4007 0.7170
O -1.0169 -1.7874 1.8129 1.2621 0.6919 -0.0729
C 1.1382 -2.1005 0.7691 0.3527 0.7416 0.9831
C 0.7232 -1.7387 -0.6027 -0.7323 2.1936 -1.7588
N 0.8086 -0.5235 -1.0509 0.4107 -1.7878 0.4164
C 0.1986 -0.3702 -2.3782 0.3001 0.0652 0.9175
C -1.0429 0.4291 -2.2886 -0.8815 1.8108 0.1906
C -1.1791 1.7428 -1.8187 -1.1553 -0.7972 -0.6435
C -2.4429 2.3788 -1.9424 0.8293 0.0127 0.2773
C -3.5213 1.7369 -2.5308 0.4824 -1.1943 0.0988
C -3.3509 0.3988 -2.9375 0.1534 -0.6669 -0.2790
C -2.1311 -0.2591 -2.8231 1.1891 1.3566 0.5519
O -1.7441 -1.5118 -3.2531 -0.4824 0.1980 -0.1921
C -0.3540 -1.6782 -2.9332 -0.2499 -0.3890 0.0021
S -0.1607 -2.8937 -1.5979 0.3319 -0.3887 -0.1164
H 4.0892 0.4490 2.6479 -0.2934 -0.2202 0.2303
H 3.2518 1.8911 4.5374 -0.3108 -0.1501 -0.2590
H 0.7705 2.0690 4.8850 0.1769 -0.3954 -0.3726
H -0.8033 0.6413 3.6526 0.2082 -0.1474 -0.2711
H 1.2010 -3.2055 0.8997 0.0520 0.9036 0.1523
H 0.9126 0.0745 -3.0712 0.1514 0.0411 0.1509
H -0.3105 2.2156 -1.3931 -0.0045 0.3128 0.1250
H -2.5834 3.3830 -1.5629 0.1570 0.0381 -0.0444
H -4.4992 2.2165 -2.6344 0.4581 -0.1789 0.0350
H -4.1228 -0.1903 -3.3742 -0.8569 -0.0234 -0.2800
H 0.1809 -1.9415 -3.8397 -0.2466 -0.5322 -0.0432

=====

# 2
36
Properties=species:S:1:pos:R:3:forces:R:3 method="wB97M-V/def2-TZVPD" total_charge=+1 de_lowest_ev=1.470 largest_force_ev_per_a=1.10 molar_mass_g_mol=533.408 homo_lumo_gap_ev="6.621 / 6.623" e_homo_ev="-11.4690 / -11.4697"
Au -0.0011 0.0521 0.1725 0.8234 -0.2448 0.6793
S -2.2528 -0.4488 3.9492 -0.0268 -0.0719 -0.0354
C -1.7440 -2.0464 3.4692 -0.0032 0.0663 0.0211
C -1.9035 -3.2490 4.1506 -0.0207 0.0130 0.0060
C -1.3912 -4.3907 3.5690 0.0021 0.0238 -0.0059
C -0.7386 -4.3430 2.3300 -0.0293 -0.0252 0.0528
C -0.5811 -3.1533 1.6537 0.0445 0.0580 -0.0867
C -1.0895 -1.9990 2.2394 0.1012 -0.0681 -0.0321
N -1.0266 -0.7034 1.7393 0.1900 0.6002 -0.2873
C -1.5844 0.1927 2.5152 -0.3111 -0.0260 0.3245
C -1.5668 1.5651 2.0758 -0.0751 0.3022 0.1149
C -2.0775 2.6498 2.7824 0.0022 -0.0215 0.0232
C -1.9549 3.9238 2.2526 0.0089 0.0016 -0.0306
C -1.3400 4.1148 1.0204 0.0265 -0.0232 0.0592
C -0.8288 3.0358 0.2986 0.0312 0.1054 -0.0370
C -0.9482 1.7866 0.8479 -0.2073 -0.7247 -0.8077
H -2.4118 -3.2851 5.1044 0.0146 -0.0100 -0.0003
H -1.4925 -5.3366 4.0826 -0.0131 -0.0066 -0.0197
H -0.3518 -5.2564 1.8998 0.0058 0.0070 -0.0026
H -0.0729 -3.1024 0.6995 0.0139 -0.0333 0.0142
H -2.5588 2.4906 3.7404 0.0227 0.0612 0.0116
H -2.3342 4.7726 2.8039 -0.0278 0.0015 -0.0236
H -1.2503 5.1108 0.6074 -0.0323 0.0073 0.0166
H -0.3593 3.1898 -0.6632 0.0011 -0.0065 -0.0039
O 0.9623 0.2240 -1.6228 -0.6591 0.4352 0.0905
N 2.2888 0.0512 -1.6880 0.4152 0.1009 0.0636
C 2.8290 0.2539 -2.9173 -0.1497 0.0485 -0.0060
C 4.1555 0.0509 -3.1335 0.0861 -0.0136 -0.0398
C 4.9617 -0.3792 -2.0707 -0.0154 -0.0179 0.0279
C 4.4029 -0.5686 -0.8361 -0.0010 0.0319 -0.1542
C 3.0326 -0.3337 -0.6218 -0.1728 0.0381 0.0968
S 2.3173 -0.4627 0.9236 -0.0133 -0.6386 -0.0793
H 2.1220 0.5555 -3.6744 -0.0255 0.0224 0.0303
H 4.5561 0.2149 -4.1224 0.0046 -0.0184 0.0021
H 6.0152 -0.5681 -2.2249 -0.0022 0.0325 0.0003
H 4.9894 -0.8949 0.0092 -0.0082 -0.0070 0.0174

=====

# 3
47
Properties=species:S:1:pos:R:3:forces:R:3 method="wB97M-V/def2-TZVPD" total_charge=-1 de_lowest_ev=0.253 largest_force_ev_per_a=3.00 molar_mass_g_mol=736.310 homo_lumo_gap_ev=6.811 e_homo_ev=-4.8447
Os 0.1185 -0.5044 -0.1034 2.7096 0.0132 1.2942
O 2.0034 1.8677 -2.9116 -0.0385 -0.0279 0.0449
C 1.6752 1.1955 -1.9437 0.2063 0.1232 0.2152
N 0.4671 1.0712 -1.3758 -0.8035 -0.1624 -0.4111
C -0.5280 2.0453 -1.5417 -0.2132 -0.0381 -0.0462
C -0.6437 2.9459 -2.5877 0.0093 0.0076 -0.0574
C -1.6676 3.8883 -2.5518 0.0403 0.0002 -0.0496
C -2.5535 3.9221 -1.4930 -0.0151 -0.0141 0.0713
C -2.4422 3.0156 -0.4409 -0.0092 0.0452 -0.0046
C -1.4248 2.0726 -0.4716 -0.0517 -0.0282 -0.0974
N -1.1966 1.0335 0.4567 -0.2179 -0.3152 -0.1505
C -1.9333 0.9228 1.5746 0.2133 0.0956 0.1914
O -2.7331 1.7199 2.0508 -0.0680 -0.0631 -0.0635
C -1.6303 -0.3384 2.3202 -0.0394 -0.0365 0.0157
C -2.4255 -0.7318 3.3792 0.0149 0.0030 0.0261
C -2.1588 -1.9374 3.9985 0.0016 0.0162 -0.0118
C -1.0992 -2.7032 3.5364 0.0035 0.0272 -0.0363
C -0.3492 -2.2459 2.4704 0.1660 -0.0548 0.1350
N -0.6026 -1.0728 1.8843 0.0214 0.3494 -0.0620
C 2.7001 0.5313 -1.0901 0.4533 -0.1064 -0.0407
C 3.9936 0.3526 -1.5526 0.0100 0.1084 0.1084
C 4.9154 -0.2402 -0.7188 0.0317 -0.0233 -0.0001
C 4.5121 -0.6349 0.5493 -0.0036 0.1186 0.0393
C 3.2026 -0.4332 0.9261 -0.0932 0.1822 0.4643
N 2.3057 0.1634 0.1363 -0.8346 -0.0667 -0.7280
H 0.0462 2.9019 -3.4140 0.0091 -0.0158 0.0150
H -1.7706 4.5892 -3.3713 0.0061 -0.0006 0.0035
H -3.3538 4.6516 -1.4768 0.0003 -0.0033 0.0072
H -3.1350 3.0364 0.3818 -0.0001 -0.0100 0.0007
H -3.2409 -0.0795 3.6559 -0.0031 -0.0109 0.0115
H -2.7753 -2.2877 4.8161 0.0030 0.0132 0.0089
H -0.8564 -3.6608 3.9744 -0.0067 -0.0010 0.0042
H 0.4670 -2.8160 2.0537 -0.0294 -0.0018 -0.0155
H 4.2231 0.6692 -2.5591 -0.0288 0.0006 -0.0101
H 5.9296 -0.4164 -1.0526 -0.0052 -0.0145 -0.0008
H 5.1959 -1.1134 1.2357 -0.0119 0.0026 0.0117
H 2.8446 -0.7484 1.8961 -0.0128 -0.0423 -0.0271
O 1.3494 -2.1179 0.3469 -0.7362 -0.5582 -0.1828
Se 1.5095 -2.7832 -1.2192 -0.0868 0.0650 -0.2424
O 3.0382 -2.7724 -1.6842 0.1943 0.0108 0.0542
O 0.6747 -1.4463 -1.8651 -0.0581 0.2936 -0.0269
O 0.7310 -4.1632 -1.3545 -0.1114 -0.2451 -0.0277
F -1.4441 -1.8699 -0.3341 -0.3424 0.2979 -0.4004
B -2.7525 -1.4522 -1.0265 -0.2896 0.0250 0.1050
F -3.2584 -2.5711 -1.6255 0.0880 -0.0315 0.0465
F -3.5479 -0.9944 0.0160 0.0284 -0.0077 -0.0309
F -2.3797 -0.4611 -1.8935 -0.1000 0.0806 -0.1506

=====

# 4
40
Properties=species:S:1:pos:R:3:forces:R:3 method="wB97M-V/def2-TZVPD" total_charge=-2 de_lowest_ev=0.000 largest_force_ev_per_a=0.64 molar_mass_g_mol=545.765 homo_lumo_gap_ev=5.213 e_homo_ev=-0.6637
Pd 1.6219 1.0593 0.5212 0.2766 0.4950 0.2589
Cl 0.9825 3.6557 -1.2414 0.0059 0.0591 0.0174
C -0.6133 3.8228 -0.5746 -0.2407 0.0000 0.0018
C -1.5388 4.4793 -1.3693 0.1240 0.0185 -0.0666
C -2.8357 4.6830 -0.9314 -0.0506 0.0371 -0.0307
C -3.1933 4.2175 0.3226 0.0166 -0.0427 0.0906
C -2.2625 3.5548 1.1013 0.1133 0.0448 -0.1395
Cl -2.8147 3.0052 2.6638 -0.0347 0.0264 0.0520
C -0.9226 3.2986 0.7050 -0.1346 0.0196 0.0063
S 0.1764 2.4637 1.7436 0.1491 -0.2760 -0.1343
H -1.2268 4.8346 -2.3430 0.0189 -0.0105 0.0054
H -3.5552 5.1938 -1.5586 -0.0026 -0.0043 0.0016
H -4.1969 4.3539 0.7039 0.0055 -0.0077 0.0106
O -1.9454 -5.8744 1.1976 -0.0156 -0.1250 0.1448
S -1.9801 -4.9393 0.0924 0.1051 0.1745 -0.0397
O -2.9652 -5.2448 -0.9272 -0.0338 -0.0210 -0.0510
N -0.5283 -4.6683 -0.5176 -0.0376 0.0052 -0.0191
C -0.1360 -3.3866 -0.3602 -0.0329 0.0009 -0.0810
O 0.9182 -2.9051 -0.7703 0.0730 -0.0975 0.0087
C -1.1553 -2.5397 0.3822 -0.1463 0.0718 0.0624
C -1.1136 -1.1963 0.7367 -0.2944 0.2227 0.2252
C -2.2079 -0.6688 1.4181 -0.0400 0.0372 0.0769
C -3.3189 -1.4451 1.7342 -0.0080 0.0406 0.0179
C -3.3615 -2.7862 1.3773 0.0229 -0.1158 -0.0427
C -2.2678 -3.2975 0.7088 0.1062 0.0252 -0.0736
H -0.3062 -0.4847 0.5599 0.3115 -0.4924 -0.2737
H -2.1657 0.3726 1.7208 -0.0160 -0.0498 -0.0325
H -4.1533 -1.0002 2.2652 0.0117 0.0143 0.0000
H -4.2112 -3.4167 1.6100 -0.0077 0.0233 0.0061
C 5.6388 -0.9226 -1.5106 -0.0841 0.0055 0.0356
C 5.5773 0.4181 -1.1565 0.0660 0.0137 -0.0176
C 4.4271 0.9044 -0.5598 -0.0164 -0.0291 0.0467
N 3.3561 0.1417 -0.2986 -0.1170 -0.0582 -0.0566
C 3.4179 -1.1507 -0.6436 -0.0153 -0.0410 -0.0367
C 4.5350 -1.7142 -1.2481 0.0820 0.0145 -0.0220
H 6.5235 -1.3343 -1.9819 0.0054 0.0015 -0.0020
H 6.4098 1.0860 -1.3392 -0.0148 0.0146 0.0044
H 4.3407 1.9421 -0.2679 -0.0221 0.0096 0.0034
H 2.5370 -1.7481 -0.4551 -0.1058 0.0015 0.0321
H 4.5141 -2.7635 -1.5099 -0.0227 -0.0061 0.0102

=====

# 5
45
Properties=species:S:1:pos:R:3:forces:R:3 method="wB97M-V/def2-TZVPD" total_charge=-1 de_lowest_ev=0.768 largest_force_ev_per_a=3.37 molar_mass_g_mol=495.446 homo_lumo_gap_ev=5.230 e_homo_ev=-4.5251
F 3.2426 -1.2528 2.0489 1.7305 -0.2237 0.1894
C 2.0070 -0.7398 2.0357 -1.9265 0.7777 -0.0184
S 1.1781 -0.9857 3.6500 0.3029 0.4779 -0.5173
C 0.5758 0.4991 4.5021 -0.2232 0.2456 0.3226
C -0.6740 1.0293 4.1711 0.0138 0.0489 0.0696
C -1.1818 2.1231 4.8749 0.2408 -0.0046 0.2671
C -0.4432 2.7029 5.9238 0.0964 -0.6200 -0.4359
C 0.8098 2.1613 6.2420 -0.2672 0.0688 0.0447
C 1.3156 1.0554 5.5505 -0.0328 -0.0441 -0.3091
O -0.0268 -1.7276 3.3219 0.2583 0.1964 0.3772
O 2.1786 -1.5363 4.5430 -0.1649 -0.3399 -0.1293
S 1.8411 0.9057 1.3066 -0.1043 -0.3033 0.9448
C 3.3998 1.5821 0.7412 0.2461 -0.1537 -0.5236
C 3.8303 2.8476 1.1573 0.1622 -0.5071 0.0797
C 5.0811 3.3034 0.7264 -0.3317 -0.0666 0.0179
C 5.8662 2.5294 -0.1297 -0.1396 -0.1721 0.0883
C 5.3928 1.2957 -0.5792 -0.1888 0.1490 0.0039
C 4.1382 0.8423 -0.1770 0.2000 0.2320 0.2430
O 0.9742 0.7248 0.1526 0.4157 0.3760 0.2602
O 1.4563 1.8124 2.3774 -0.5331 0.4151 -0.6813
H -1.2403 0.5875 3.3492 0.1720 0.1064 0.2880
H -2.1666 2.5179 4.6142 0.3222 -0.0990 0.0648
H -0.8571 3.5398 6.4937 0.2162 -0.2601 -0.2361
H 1.3893 2.5966 7.0590 -0.1305 -0.1515 -0.2350
H 2.2859 0.6241 5.8127 -0.3871 0.1395 -0.1173
H 3.1904 3.4301 1.8159 0.2216 -0.1353 -0.0281
H 5.4446 4.2659 1.0797 -0.0770 -0.1244 -0.1269
H 6.8451 2.8914 -0.4446 -0.2231 -0.1016 0.0865
H 5.9801 0.6698 -1.2448 -0.0097 0.1802 0.0355
H 3.7422 -0.0906 -0.5486 0.1023 0.1164 0.0692
O -0.6152 -1.7877 -2.1701 0.5189 -2.0894 0.6599
N -0.4257 -3.0021 -1.9706 -2.0759 1.3641 -1.7900
C 0.1627 -3.4657 -0.7500 1.1873 -0.4363 0.6213
C 1.0906 -2.6766 -0.0582 -1.1503 0.1906 -1.7489
C 2.2511 -3.4035 0.1897 3.1658 -1.0030 -0.5736
N 3.5428 -3.0630 -0.2217 -1.3314 -0.5300 1.0099
O 4.0242 -2.0696 -0.7368 -0.1151 -0.7584 0.4347
O 4.3347 -4.2365 -0.1515 -1.1479 0.6062 0.8429
N 3.5473 -5.3250 0.2147 -1.8159 0.9557 -0.7436
C 2.2742 -4.8320 0.2383 2.7503 0.7551 -0.5848
N 1.1930 -5.5578 -0.0632 -1.9040 -0.9334 0.1377
C 0.1994 -4.9096 -0.6201 0.6359 -0.2884 0.3081
O -0.6943 -3.8790 -2.8365 0.5734 1.3728 1.6804
H 1.0372 -1.6064 0.1055 0.1163 0.2900 -0.6321
H -0.6555 -5.4837 -1.0171 0.6310 0.2815 0.2838

=====

# 6
39
Properties=species:S:1:pos:R:3:forces:R:3 method="wB97M-V/def2-TZVPD" multiplicity=5 s2=6.0167 largest_force_ev_per_a=0.34 molar_mass_g_mol=440.897 homo_lumo_gap_ev="6.359 / 6.592" e_homo_ev="-7.5387 / -7.7545"
Cr -1.3968 0.0818 0.2712 -0.0320 0.1857 -0.2864
Cl 2.6334 -5.8583 -1.1464 -0.0328 -0.0092 0.0120
C 1.4370 -4.6469 -0.7849 0.0284 -0.0375 -0.0033
C 0.1870 -5.0371 -0.2646 -0.0022 0.0279 -0.0116
C -0.7645 -4.1014 0.0186 -0.0200 -0.0551 0.0023
C -0.5356 -2.7108 -0.1830 0.0516 0.1413 -0.0472
O -1.4733 -1.8789 0.0792 -0.0085 -0.0116 0.0745
C 0.7444 -2.3309 -0.7004 -0.0941 -0.1966 0.0409
C 1.1103 -0.9906 -0.9808 0.0997 0.1446 -0.0428
N 0.4360 0.0811 -0.6872 0.0528 -0.1999 -0.0211
C 0.9233 1.3557 -1.0550 -0.0667 0.1659 0.0154
C 2.1956 1.6702 -1.4569 0.0174 -0.1626 0.0182
C 2.5337 2.9858 -1.8268 0.0525 0.1172 -0.0415
C 1.6140 3.9929 -1.7919 -0.0216 -0.0047 0.0057
C 0.3003 3.7223 -1.3446 -0.0124 -0.1588 0.0397
C -0.7140 4.7001 -1.2450 0.0115 0.0181 -0.0105
C -1.9441 4.3545 -0.7694 -0.0660 0.1403 -0.0202
C -2.1769 3.0304 -0.3643 0.0775 -0.1028 0.0107
N -1.2629 2.0916 -0.4565 0.0513 -0.0215 0.1690
C -0.0312 2.4093 -0.9568 -0.0253 -0.0503 -0.0197
C 1.7019 -3.3327 -1.0047 0.0334 0.0999 -0.0227
H -0.0137 -6.0873 -0.0976 0.0203 -0.0053 -0.0016
H -1.7311 -4.3883 0.4103 -0.0006 0.0051 0.0006
H 2.0574 -0.8739 -1.5081 -0.0011 -0.0481 0.0075
H 2.9651 0.9109 -1.4853 0.0141 0.0278 -0.0216
H 3.5463 3.1962 -2.1446 0.0031 -0.0272 0.0032
H 1.8785 5.0002 -2.0861 -0.0052 0.0034 0.0028
H -0.5003 5.7194 -1.5427 0.0111 -0.0026 0.0000
H -2.7358 5.0842 -0.6769 -0.0056 -0.0181 0.0019
H -3.1244 2.7346 0.0664 -0.0114 0.0371 0.0147
H 2.6617 -3.0367 -1.4113 -0.0015 -0.0120 0.0011
C -0.4275 -1.6398 3.5455 0.0851 -0.0146 -0.0397
O -1.1484 -0.7683 2.6711 -0.1260 0.1563 0.1699
C -2.2953 -0.1931 3.1293 -0.0303 -0.0170 -0.0654
S -2.7959 -0.3004 4.6833 0.0303 -0.0138 0.0192
S -3.1210 0.6278 1.8503 -0.0615 -0.1356 0.0629
H 0.3372 -2.1007 2.9236 0.0052 0.0212 -0.0044
H -1.0923 -2.3951 3.9600 -0.0112 0.0004 -0.0160
H 0.0220 -1.0780 4.3626 -0.0090 0.0125 0.0033